Entry 1:
Entry from the OMol25 dataset: a cluster of 16 separate species, C52H89Cl4F9N11O14S2 in total at a distorted geometry (ωB97M-V/def2-TZVPD).

Each line ends with the Mulliken charge.
Cartesian coordinates (Å):
C 1.21 -2.10 -0.16  -0.390
F 0.54 -3.16 -0.60  -0.090
F 2.00 -2.54 0.81  0.104
F 1.88 -1.61 -1.21  0.072
S 0.04 -0.79 0.54  -0.024
O -1.25 -1.42 0.62  -0.105
O 0.54 -0.32 1.84  0.615
N 0.00 0.42 -0.75  0.099
S -0.94 1.47 -0.08  0.430
O -2.39 1.05 0.05  -0.201
O -0.35 2.18 1.06  -0.202
C -0.92 2.83 -1.48  -0.604
F -1.51 2.41 -2.60  -0.168
F -1.56 3.89 -1.04  -0.151
F 0.35 3.15 -1.75  -0.120
C 1.86 -2.64 4.42  -0.877
C 2.31 -4.05 4.30  0.287
O 1.45 -4.92 4.17  -0.723
N 3.62 -4.20 4.35  0.145
C 4.31 -5.51 4.28  -1.004
H 2.62 -1.99 4.86  0.465
H 1.14 -2.60 5.24  0.497
H 1.50 -2.21 3.49  -0.022
H 4.19 -3.37 4.43  0.108
H 5.20 -5.45 4.90  0.381
H 4.71 -5.61 3.27  0.331
H 3.75 -6.42 4.49  0.314
C 0.64 -7.85 2.84  -0.817
C 1.64 -7.51 1.79  0.789
O 2.03 -8.32 0.98  -0.751
N 2.08 -6.29 1.81  0.764
C 3.06 -5.70 0.90  -0.911
H -0.28 -8.01 2.27  0.098
H 0.55 -7.12 3.64  0.160
H 0.85 -8.79 3.35  0.402
H 1.92 -5.72 2.63  -0.311
H 3.91 -6.39 0.85  0.362
H 3.36 -4.74 1.32  0.001
H 2.60 -5.55 -0.08  0.403
C 2.51 5.87 -0.32  -0.947
C 3.55 5.84 0.79  0.529
O 4.55 5.14 0.66  -0.715
N 3.42 6.64 1.84  -0.098
C 2.39 7.62 2.05  -0.710
H 2.73 6.70 -1.00  0.560
H 1.48 5.92 0.02  0.375
H 2.50 5.05 -1.04  0.083
H 4.19 6.58 2.50  0.266
H 2.92 8.49 2.44  0.322
H 1.80 7.22 2.88  0.124
H 1.75 7.80 1.19  0.314
C -5.35 -1.69 -5.94  -0.809
C -5.14 -0.22 -6.10  0.870
O -6.06 0.50 -6.45  -0.748
N -3.96 0.24 -5.77  0.017
C -3.42 1.59 -5.75  -0.695
H -4.46 -2.30 -6.08  0.233
H -6.12 -2.01 -6.64  0.350
H -5.69 -1.77 -4.90  0.070
H -3.37 -0.41 -5.28  0.192
H -4.24 2.31 -5.75  0.382
H -2.75 1.70 -6.60  0.357
H -2.95 1.64 -4.77  -0.036
C -0.87 7.12 -2.51  -0.397
C -1.18 8.56 -2.23  0.330
O -1.65 8.83 -1.10  -0.702
N -0.85 9.52 -3.06  -0.124
C -0.14 9.28 -4.34  -0.579
H -1.32 6.68 -3.40  0.399
H -1.35 6.61 -1.68  0.223
H 0.20 6.94 -2.38  -0.091
H -0.92 10.46 -2.72  0.284
H 0.34 8.31 -4.45  0.110
H 0.64 10.03 -4.25  0.330
H -0.84 9.43 -5.16  0.233
C -2.37 -1.67 -2.24  0.496
C -1.71 -1.28 -3.48  0.391
O -2.25 -1.55 -4.56  -0.993
N -0.60 -0.63 -3.41  2.370
C 0.16 -0.08 -4.47  -0.968
H -2.83 -0.80 -1.77  -0.593
H -1.63 -2.22 -1.65  -0.403
H -3.18 -2.37 -2.50  0.645
H -0.29 -0.27 -2.51  -1.621
H 0.07 0.99 -4.32  0.174
H -0.23 -0.34 -5.46  0.432
H 1.22 -0.33 -4.44  -0.064
C 3.01 1.19 -2.57  -0.572
C 3.33 1.84 -1.20  0.532
O 4.49 2.24 -0.98  -0.739
N 2.39 1.68 -0.28  2.298
C 2.68 2.00 1.11  -0.647
H 3.72 1.50 -3.33  0.526
H 2.00 1.37 -2.92  -0.309
H 3.12 0.12 -2.38  -0.143
H 1.63 1.04 -0.48  -1.153
H 2.09 1.50 1.88  -0.120
H 2.72 3.08 1.21  -0.224
H 3.65 1.62 1.43  0.196
C -0.03 4.35 4.28  -1.046
C 1.08 3.26 4.25  0.796
O 2.07 3.50 3.58  -0.636
N 0.82 2.06 4.84  -0.068
C 1.79 0.93 4.82  -0.749
H -0.57 4.25 3.34  0.072
H 0.37 5.36 4.23  0.309
H -0.78 4.19 5.05  0.390
H 0.05 1.82 5.45  0.299
H 1.29 0.05 5.23  0.424
H 2.70 1.13 5.38  0.362
H 2.06 0.67 3.80  -0.037
C -5.26 1.21 -2.46  -0.535
C -6.17 0.12 -1.91  0.367
O -6.15 -1.03 -2.23  -0.630
N -7.05 0.59 -1.07  -0.049
C -8.11 -0.30 -0.51  -0.983
H -5.77 1.90 -3.13  0.547
H -4.45 0.68 -2.95  -0.442
H -4.70 1.79 -1.72  0.461
H -7.00 1.55 -0.75  0.285
H -7.78 -1.20 0.01  0.298
H -8.86 -0.55 -1.26  0.286
H -8.53 0.34 0.27  0.369
C 5.92 0.02 4.90  -1.075
C 5.62 -0.96 3.84  0.827
O 5.62 -2.17 4.12  -0.834
N 5.47 -0.60 2.56  -0.122
C 5.34 -1.59 1.50  -0.821
H 6.17 0.96 4.42  0.361
H 6.82 -0.32 5.41  0.354
H 5.06 0.08 5.57  0.164
H 5.66 0.33 2.22  0.289
H 4.44 -2.18 1.70  0.021
H 6.24 -2.19 1.36  0.352
H 5.23 -1.03 0.57  0.364
C -4.60 -0.98 1.40  2.168
Cl -6.15 -0.51 2.12  -0.241
Cl -4.37 -2.68 1.60  -0.144
H -4.74 -0.78 0.34  -0.831
H -3.75 -0.52 1.90  -1.053
C 1.59 4.26 -4.67  0.558
Cl 1.93 5.96 -4.28  -0.177
Cl -0.09 3.94 -5.12  -0.125
H 2.23 3.89 -5.48  0.445
H 1.87 3.58 -3.86  -0.691
F -2.74 2.92 3.24  -0.340
C -3.03 1.73 3.80  0.256
C -4.19 1.65 4.56  -0.742
C -4.46 0.47 5.20  -0.326
C -3.62 -0.64 5.16  -0.632
C -2.49 -0.57 4.32  -0.466
C -2.19 0.64 3.68  0.299
H -4.79 2.53 4.77  0.479
H -5.41 0.33 5.70  0.351
H -3.95 -1.57 5.59  0.394
H -1.91 -1.48 4.24  0.595
H -1.34 0.68 3.00  0.186
F -4.63 -7.18 1.93  -0.377
C -3.49 -6.46 1.72  0.491
C -2.81 -6.03 2.83  -0.715
C -1.66 -5.20 2.66  -0.646
C -1.33 -4.73 1.35  0.889
C -2.02 -5.21 0.24  -0.187
C -3.09 -6.11 0.45  -0.782
H -3.14 -6.32 3.81  0.398
H -1.08 -4.82 3.49  0.353
H -0.44 -4.13 1.19  -0.025
H -1.76 -4.84 -0.74  0.233
H -3.69 -6.39 -0.41  0.356
F 5.39 -2.46 -4.69  -0.308
C 4.18 -3.12 -4.70  -0.133
C 3.06 -2.57 -4.08  -0.247
C 1.86 -3.24 -4.09  -0.024
C 1.85 -4.52 -4.66  -0.749
C 2.97 -5.13 -5.19  -0.689
C 4.15 -4.42 -5.20  -0.256
H 3.19 -1.59 -3.66  0.503
H 1.00 -2.76 -3.65  0.580
H 0.89 -5.01 -4.62  0.430
H 2.96 -6.17 -5.47  0.380
H 5.06 -4.82 -5.60  0.424

Calculated values
- Total charge: -1
- E_tot: -196645.409 eV

---

Entry 2:
Entry from the OMol25 dataset: the ion C28H24NO with charge +1 at a distorted geometry (ωB97M-V/def2-TZVPD).

Each line ends with the Mulliken charge.
Cartesian coordinates (Å):
C 1.82 5.14 -4.24  -0.807
O 2.36 4.58 -3.03  -0.438
C 1.55 3.86 -2.19  0.813
C 2.18 3.37 -1.02  -0.817
C 1.45 2.63 -0.12  -0.474
C 0.10 2.40 -0.35  0.269
C -0.63 1.55 0.65  0.154
C -0.38 -0.07 0.10  -0.803
C 0.77 -0.98 0.30  0.463
N 0.81 -2.31 0.63  0.284
C 2.02 -3.07 0.73  0.261
C 3.33 -2.66 0.53  -0.613
C 4.36 -3.62 0.51  -0.751
C 4.06 -4.99 0.66  -0.679
C 2.73 -5.40 0.82  -0.428
C 1.72 -4.44 0.87  0.630
C 0.30 -4.57 0.89  0.245
C -0.48 -5.73 0.86  -0.509
C -1.88 -5.59 0.75  -0.643
C -2.44 -4.31 0.64  -0.753
C -1.65 -3.14 0.62  -0.269
C -0.27 -3.27 0.75  0.526
C -1.94 2.27 1.10  0.067
C -2.75 1.70 2.11  -0.461
C -4.02 2.20 2.45  -0.716
C -4.54 3.33 1.81  -0.391
C -3.73 3.98 0.88  -0.737
C -2.45 3.50 0.58  -0.265
C -0.48 2.77 -1.55  -0.701
C 0.22 3.50 -2.50  -0.705
H 2.71 5.55 -4.73  0.250
H 1.35 4.38 -4.87  0.314
H 1.09 5.94 -4.04  0.339
H 3.24 3.61 -0.85  0.416
H 1.92 2.23 0.78  0.463
H -0.01 1.48 1.60  0.500
H -0.73 -0.04 -0.98  0.404
H -1.24 -0.22 0.78  0.013
H 1.80 -0.62 0.19  0.397
H 3.51 -1.59 0.42  0.447
H 5.39 -3.31 0.36  0.402
H 4.88 -5.71 0.64  0.398
H 2.42 -6.45 0.88  0.392
H 0.03 -6.68 0.89  0.413
H -2.55 -6.46 0.75  0.385
H -3.52 -4.18 0.55  0.417
H -2.06 -2.14 0.54  0.335
H -2.36 0.85 2.65  0.449
H -4.62 1.71 3.22  0.358
H -5.60 3.62 1.93  0.362
H -4.12 4.87 0.38  0.387
H -1.91 4.14 -0.11  0.465
H -1.51 2.54 -1.76  0.619
H -0.23 3.83 -3.45  0.323

Calculated values
- Total charge: +1
- Relative energy (zero: lowest compared OMol25 entry of this formula, charge and spin): 50.7 kcal per mole